The following is a quantum chemistry calculation of an isolated molecule of C4H8O2S at a distorted geometry, from the Open Molecules 2025 dataset.

Results
* F_max: 2.10 eV/A
* relative energy (zero: lowest compared OMol25 entry of this formula, charge and spin): 14.83 kcal/mol
* electronic energy: -705.871985 a.u.
* HOMO energy: -9.1 eV
* SMILES: O=C(O)CCCS

```
! RIJCOSX wB97M-V def2-TZVPD def2/J DEFGRID3
* xyz 0 1
H -0.78618 -0.40315 3.38635
C 0.92073 1.19291 -0.76002
C 0.39590 0.14249 -1.72665
H 0.38287 2.10953 -0.97360
H 2.00797 1.24978 -0.84824
O -0.46823 0.39412 -2.51768
S -1.37974 -0.46366 2.12713
H 1.47943 1.16830 1.48206
H -0.04327 -1.20258 0.41487
C 0.69414 0.89650 0.79116
C 0.23845 -0.50899 1.22345
H 0.99048 -1.03247 1.80493
H -0.12950 1.57444 1.01168
H 0.69919 -1.51941 -2.46701
O 1.01708 -1.03680 -1.67597
*
```



The following is a quantum chemistry calculation of a structure of composition C46H44Cl3GeNO8P5Sc, from the Open Molecules 2025 dataset.

Results
* <S²>: 0.779
* F_max: 0.75 eV/A
* electronic energy: -8361.332197 a.u.
* HOMO energy (alpha / beta): -9.2 / -10.1 eV

```
! RIJCOSX wB97M-V def2-TZVPD def2/J DEFGRID3
* xyz 1 2
Cl 0.19734 1.63492 -0.75362
H -0.32798 -2.19452 2.74059
C 3.79259 -1.33202 2.13404
C 1.27513 -4.47809 0.81967
H 4.24744 1.83295 -3.18408
H 4.69980 3.50414 3.75457
H -5.14797 2.42470 2.78585
H 1.34557 -4.42342 -2.86701
H 2.41035 -2.56987 -7.32095
H -1.15124 -3.79943 -4.07204
C -2.08612 -0.70018 -3.06736
H 3.40897 4.23981 5.75624
C 0.48301 -3.37103 1.13264
P 0.50866 -1.53122 -2.93785
H -3.19077 -1.97719 -0.20867
Sc -1.07442 0.10900 0.78392
C -3.97136 -1.93515 -3.88742
H 4.19200 -3.38503 2.57664
C 1.58015 -4.02181 -3.84533
C -2.59668 -5.61523 -1.35081
H -1.65322 2.70484 1.85722
C 1.04144 2.17894 4.43044
H 1.45571 -4.73580 -0.21687
H -3.29165 -0.35507 5.12891
H -0.51111 -5.18265 -1.20838
C 6.40537 -1.22324 1.18174
C 3.56841 2.23106 0.10606
C 1.29730 -2.68608 -4.11813
C 1.75649 1.77628 3.30034
C 2.14676 -1.99433 -0.98756
C 2.96762 3.54704 5.05352
C 1.67595 3.06987 5.28509
C 1.65543 -4.89755 3.15498
O -4.76750 -0.65454 3.06705
O -2.33636 -0.88218 2.18905
H -3.96915 3.57499 2.14200
C -3.32436 1.53015 2.09725
C -4.09875 -3.82437 -0.78410
H -3.72679 2.85815 3.75056
C -1.79527 -2.95573 -3.85723
C 5.89699 -2.40572 1.70526
C -1.51453 -4.79826 -1.08099
C 3.07615 2.26454 3.07756
C 4.05684 3.71848 -2.17370
H 6.00163 0.82434 0.70323
C 2.15686 -4.82977 -4.81466
P -3.33163 -0.06662 2.97121
Ge -1.18924 3.72028 -1.13645
C 1.61385 -2.16939 -5.37283
H -2.43485 -6.63415 -1.67781
Cl 0.51145 4.84486 -1.97040
N 0.80854 -2.44697 -1.43682
H 2.37394 -5.86699 -4.59301
C 0.87009 -3.80223 3.47541
O 0.62250 0.11377 1.82656
H 2.77106 -1.38481 2.49234
Cl -0.89505 4.36892 1.08670
P 3.23377 1.29309 1.58033
O -2.71372 0.61629 -0.31863
H -5.02793 -1.99480 -4.11628
C -3.89130 -5.12988 -1.19535
H 2.11569 -0.97893 -0.56947
C -1.71709 -3.48385 -0.65876
P -0.34809 -2.40289 -0.17631
H 1.15254 3.41330 6.16844
H 2.89864 -4.94244 -6.82471
C 1.85790 -5.23517 1.82127
H 2.10748 -5.49101 3.93928
C 3.54727 3.62370 0.16938
C -3.14503 -3.02638 -4.14463
H -5.10224 -3.43385 -0.67561
H 1.41460 -1.12551 -5.59103
C -3.44498 -0.77391 -3.34942
C 2.17746 -2.97999 -6.34698
P -3.97694 1.05946 0.39993
H 2.81956 -1.99076 -1.84685
H -4.08403 0.07866 -3.15917
C -4.08607 2.67024 2.73853
C 4.29968 -0.14407 1.60491
O -4.47796 2.39986 -0.28539
H 7.42175 -1.18435 0.81403
H -5.16371 -0.60192 2.14500
C 3.82382 1.58291 -1.10363
C 1.57571 0.90304 2.17542
C 5.60876 -0.09233 1.12547
H 2.56337 -2.66575 -0.24146
C 2.45134 -4.31124 -6.06808
H 3.32225 4.12666 1.10158
H -5.43690 2.43091 -0.38749
O -2.89349 0.21118 4.45597
H 0.70482 -3.53522 4.51132
H -3.56007 -3.92986 -4.57241
H 4.24407 4.30033 -3.06647
H -1.66648 0.21365 -2.65899
C 3.80117 4.36406 -0.97332
C -1.25448 -1.79169 -3.30666
C 4.59323 -2.46240 2.17854
H -4.73649 -5.77365 -1.40226
H 3.83250 0.50151 -1.15791
O -5.08606 0.08828 0.61240
C 0.28581 -3.04160 2.46890
H 2.46963 -6.08990 1.56286
H 3.78132 5.44415 -0.92913
H 0.03949 1.82130 4.62716
C 4.06098 2.33056 -2.24210
H 6.52237 -3.28820 1.74117
O -1.89674 1.75688 2.02997
C 3.69643 3.13951 3.93074
C -3.01258 -2.99999 -0.51798
*
```



The following is a quantum chemistry calculation of a structure of composition C33H57BrN2O2SiTm at a distorted geometry, from the Open Molecules 2025 dataset.

Results
* <S²>: 2.002
* F_max: 3.80 eV/A
* relative energy (zero: lowest compared OMol25 entry of this formula, charge and spin): 82.38 kcal/mol
* electronic energy: -5500.147415 a.u.
* HOMO energy (alpha / beta): -10.8 / -10.8 eV

```
! RIJCOSX wB97M-V def2-TZVPD def2/J DEFGRID3
* xyz 1 3
H 3.17269 4.28377 -0.98322
H -2.64876 -0.35460 -0.30747
H -2.37886 -1.13837 1.58119
C -2.47742 1.99882 2.60134
C 1.10060 -2.01898 3.50880
H -2.31280 3.86061 -3.35332
H 3.82736 -2.66576 -1.43548
H -3.09435 -2.79485 1.68282
Br 2.10087 2.49132 2.98597
H 0.56844 -5.39417 3.36496
H -1.82117 -1.12684 -2.51632
H 0.74930 -4.80123 -2.02437
H 1.68307 -0.23692 -0.04468
H -1.31294 -1.82145 -4.06795
N -1.60011 1.95100 1.57106
Si 2.18865 2.03458 -1.39008
C -1.33506 0.26317 3.97048
H 2.13606 -2.22027 -5.49385
C -1.57488 -0.88471 -3.55113
C -0.01521 -4.02499 -1.93596
C 0.54031 -2.85924 -1.17722
H 2.23374 -2.90402 1.18177
C 1.33902 -1.82827 -4.84924
H -2.49061 -0.49388 -4.00594
C -0.41781 0.05157 -3.61212
H -4.39465 2.42452 1.65450
H -3.45839 1.75977 -2.63156
C -3.33561 0.51205 -0.28595
H 4.49411 2.04271 -2.43507
H -1.77728 0.10156 6.09510
H 0.49855 -3.00623 -0.07750
C 2.91949 -3.36110 0.44953
H 0.27160 4.12633 1.35254
H -0.43232 5.55957 0.55321
C -2.50237 -2.03028 2.23994
O 0.75088 -0.65511 -2.90105
C -0.14682 -1.58656 3.02982
H 0.15972 0.64447 -0.75933
C -2.80506 2.30295 -1.94722
H -4.31452 2.75158 3.38843
H -2.86366 1.58720 4.66401
H -0.89743 -4.42168 -1.42091
H 3.91613 -3.44751 0.92036
H 2.27898 -3.74149 4.04293
Tm 0.43683 1.22191 1.38198
H 2.78755 -1.10494 -3.38767
H -2.14370 -1.37133 5.19401
C -1.90851 2.53088 0.27838
C 0.36518 -4.32502 3.27973
C 3.90770 1.34932 -1.81515
H 1.45923 4.31029 -0.48499
C -2.21674 1.34891 3.81110
H 1.37053 2.07352 -3.86025
C -0.86509 -3.90431 2.76727
C -1.13609 -2.53318 2.66171
H -0.31936 -3.69407 -2.92788
O 1.85354 -2.46838 -1.69000
C 1.85706 -0.80798 -3.88967
H -0.05004 -1.95392 -1.34811
C 1.36129 2.74098 -2.98027
H 0.86309 -2.67181 -4.32205
C 2.09166 -0.98016 3.90224
H 0.31246 2.98574 -2.75156
H 2.67655 3.55859 0.57962
H 3.85619 0.38812 -2.33988
C 2.37656 3.69596 -0.47168
H 1.62352 -0.16737 4.46287
C -1.36132 3.76725 -0.06878
C 1.33640 -3.39259 3.62933
C -0.67448 4.57923 0.98018
H 3.12362 -1.42105 -0.44695
H -3.12063 -1.70421 3.11264
H 2.57170 -4.35180 0.18484
H -0.07166 0.26566 -4.62251
C -2.70014 1.81905 -0.64773
C -2.21136 3.50005 -2.32559
H -4.13674 0.27818 -1.00112
H -0.58769 1.00339 -3.10140
H -1.05455 5.18843 -1.61541
H 1.17647 -0.45917 -1.97875
H 1.96528 0.20621 -4.38027
C 2.98547 -2.45637 -0.78089
C -1.50340 4.23435 -1.37170
N -0.48310 -0.17558 2.99666
H -0.47084 -0.96662 5.57253
H 0.57689 -1.35223 -5.47963
H -1.30285 4.72021 1.87397
C -3.74235 2.81572 2.44401
H -3.80547 0.52977 0.70061
H 2.58987 -0.52044 3.03517
H -3.56903 3.88257 2.23165
H -1.62067 -4.64635 2.47008
C -1.43047 -0.53072 5.26411
H 1.84045 3.68510 -3.30776
H 2.88659 -1.38774 4.53686
H 4.45394 1.16699 -0.87795
C 1.25916 0.57192 -0.70776
*
```



The following is a quantum chemistry calculation of a structure of composition C7H15F3InO6P at a distorted geometry, from the Open Molecules 2025 dataset.

Results
* F_max: 6.64 eV/A
* relative energy (zero: lowest compared OMol25 entry of this formula, charge and spin): 0.00 kcal/mol
* electronic energy: -1557.509337 a.u.
* HOMO energy: -16.1 eV

```
! RIJCOSX wB97M-V def2-TZVPD def2/J DEFGRID3
* xyz 2 1
F 3.55227 3.66305 2.03676
H -0.14338 -0.22312 0.12969
H 0.90765 -1.48188 -0.48385
O -2.19067 0.61485 -1.14045
H -3.20086 -2.65626 1.46162
H -5.19882 -1.09721 -2.31941
H 2.79375 -1.20491 1.49576
C 3.69896 -0.94370 0.95444
In -1.50145 3.38077 -1.34329
C 3.84263 0.61756 0.83584
O -1.07275 -1.72866 -1.03749
O 1.16561 2.69016 -0.22635
H -4.41138 -1.00687 -3.86654
O -3.39888 -1.20577 0.09495
H 4.57836 0.84031 0.05636
H -0.24535 -1.88428 0.82001
C -3.59942 -2.60120 0.45103
O 2.60562 1.15088 0.32904
F 1.45939 4.00266 2.15074
C 2.37766 3.06217 1.99575
O -3.15752 -1.38097 -2.40095
P -2.43078 -0.85169 -1.12185
C -4.34786 -0.65882 -2.83722
H -4.63174 -2.93608 0.39291
H 4.61657 -1.31811 1.40801
H 3.68254 -1.43982 -0.01614
C -0.08288 -1.29314 -0.08002
F 2.17398 2.16967 2.91589
H 3.13618 2.99075 0.03908
H 4.03652 1.01772 1.83010
H -3.01371 -3.20340 -0.24427
C 2.23098 2.49890 0.47631
H -4.23122 0.41646 -2.75647
*
```



The following is a quantum chemistry calculation of a cluster of 4 separate species, C14H22Cl6N3O2 in total at a distorted geometry, from the Open Molecules 2025 dataset.

Results
* F_max: 1.61 eV/A
* electronic energy: -3622.290311 a.u.
* HOMO energy: -12.7 eV

```
! RIJCOSX wB97M-V def2-TZVPD def2/J DEFGRID3
* xyz 1 1
C 0.16723 -0.36166 -0.32703
H 4.18335 0.99342 -0.15081
H -2.96330 -0.20967 0.82385
Cl -3.83097 -2.19263 1.03974
H 3.25408 2.50345 -0.46186
H 4.43062 2.37831 0.86028
C 2.60498 -0.95091 2.03699
C -5.09882 -3.45962 0.94955
H -2.25493 4.58157 -0.30945
Cl -6.34482 -2.39395 -1.22921
O 2.26615 2.02662 2.17662
H -3.23041 3.41179 -1.20189
H 5.43095 -1.50058 -4.07662
Cl -2.43868 2.54116 0.84730
N 0.06749 0.17122 2.04471
C -1.20623 -0.42415 -0.38770
H 5.22496 0.16405 -4.62747
H -4.55872 5.35087 -0.27095
H -4.68984 -4.35155 1.42014
Cl 5.59986 1.66214 -2.19031
H 1.87091 -2.90842 2.53366
Cl -5.68085 3.37270 0.30612
H -4.61739 -3.98810 -1.08541
C 5.92760 -0.04111 -2.59879
H 3.28820 -2.85971 1.40340
N 2.16106 -0.01510 1.01472
C -1.87422 -0.16277 0.80748
C -4.29317 4.48759 0.33619
H 0.78161 -0.55210 -1.19356
H 5.72432 -0.64483 -1.71683
O 3.11383 -0.60745 3.04926
C 3.67636 1.84172 0.28816
H 1.68707 -2.47943 0.84454
C 0.72524 -0.05203 0.93768
H 6.98875 -0.11483 -2.82860
C 5.11329 -0.50358 -3.77775
H -4.14691 4.81794 1.36132
H -1.79175 0.31970 2.77557
N -1.26047 0.12240 1.93487
H -5.94716 -3.11892 1.53629
C 2.64204 1.36277 1.26780
C -3.05114 3.84494 -0.22166
H -6.15864 -4.61412 -0.49387
C 2.35204 -2.39806 1.70637
H -1.72831 -0.68335 -1.29415
C -5.48670 -3.75825 -0.47436
Cl 3.37142 -0.60747 -3.38434
*
```



The following is a quantum chemistry calculation of an isolated molecule of C3H5NO, from the Open Molecules 2025 dataset.

Results
* F_max: 0.95 eV/A
* relative energy (zero: lowest compared OMol25 entry of this formula, charge and spin): 44.64 kcal/mol
* electronic energy: -247.236096 a.u.
* HOMO energy: -9.8 eV
* SMILES: O=C[C@H]1CN1

```
! RIJCOSX wB97M-V def2-TZVPD def2/J DEFGRID3
* xyz 0 1
C -0.52747 -0.32752 -0.04389
H -1.46495 0.71402 -1.73673
O 0.21716 1.66091 -1.12568
H -0.03870 0.62486 1.74643
C -0.61975 0.79310 -1.01505
N -0.11090 -0.30655 1.35634
H 1.70375 0.12476 0.30592
H -1.34408 -1.04236 -0.16148
C 0.90378 -0.61716 0.39091
H 1.27420 -1.62489 0.27836
*
```



The following is a quantum chemistry calculation of a structure of composition C23H45N2NiOP2 at a distorted geometry, from the Open Molecules 2025 dataset.

Results
* <S²>: 2.019
* F_max: 5.55 eV/A
* relative energy (zero: lowest compared OMol25 entry of this formula, charge and spin): 0.00 kcal/mol
* electronic energy: -3278.864345 a.u.
* HOMO energy (alpha / beta): -9.6 / -11.4 eV

```
! RIJCOSX wB97M-V def2-TZVPD def2/J DEFGRID3
* xyz 1 3
C -2.56717 3.47093 -1.20529
H 0.34917 -4.13771 -3.38457
C -0.63793 4.62670 -2.37801
Ni -0.18663 0.06903 -1.14918
H -1.34745 2.64468 -2.75050
C -1.19886 3.29462 -1.87321
H 1.53418 2.66495 -2.68064
H -2.54300 4.21750 -0.40163
H 1.33397 -4.78550 -0.67150
H 1.01495 2.62074 1.22576
H -1.32295 5.02474 -3.13877
H -3.28295 3.82531 -1.96073
H -0.22187 -0.34523 6.76276
H -2.95913 -2.41499 -1.10769
H -1.86511 3.62539 1.47358
H -0.32842 5.26043 0.42653
C 0.15824 -3.22814 0.38285
C -0.83584 -0.26483 4.68884
H -1.12440 -0.17016 2.52577
C 1.67186 2.51878 -1.59858
H -0.90540 0.12352 -3.16780
H -1.32415 -4.59706 -3.73975
C -2.56381 -3.29641 -1.62731
C 2.58258 -1.11238 -1.53650
P -0.01924 2.27602 -0.86306
C 2.58162 1.28999 -1.38877
H 2.17348 3.41308 -1.20805
H -2.96349 2.53137 -0.80117
N 1.84248 0.07363 -1.22148
C 0.54018 -4.68678 0.08217
C -1.02843 2.96219 1.72888
H 3.29386 -0.93055 -2.37361
H -1.90858 -0.28807 4.90039
H -1.86727 -3.77332 1.00693
H -0.69624 -3.54636 2.32447
C -0.41284 -0.20154 3.35950
O -2.84367 -0.00656 0.06027
H -2.53973 -4.13875 -0.92445
P -0.01580 -2.15919 -1.13676
N 1.36040 -0.12918 1.71772
H 2.20670 -0.28539 6.24206
C 0.54150 4.63088 0.66408
H 1.33659 4.82095 -0.07063
H -0.69650 3.21357 2.74745
C 0.10978 -0.29642 5.72204
C 1.67471 -2.30672 -1.89789
H 1.79672 0.70883 1.34705
H 0.92635 4.96801 1.63965
H -1.34200 -2.28402 -3.05703
H 2.97959 -0.17476 3.84023
C -1.81336 0.02887 -0.49053
C 1.91719 -0.20135 4.10205
H -3.28005 -3.55163 -2.42152
H 3.29145 1.21412 -2.24351
H 0.92505 -5.14399 1.00743
H 3.24468 -1.39922 -0.68405
H -0.57143 5.37330 -1.57928
H 1.76769 -0.95235 1.28694
H 1.53739 -2.31832 -2.98966
H -1.38376 -2.13727 1.51485
H -0.57277 -5.13946 -2.23565
C -0.63747 -4.29916 -2.93557
C 1.48159 -0.26330 5.42672
C -1.19455 -3.03796 -2.26771
H 2.17673 -3.24190 -1.61929
C -1.02419 -3.15919 1.34815
C 0.15452 3.14670 0.77881
H -0.32819 0.06602 -3.67791
H 1.02053 -2.76496 0.89120
H -0.33144 -5.27964 -0.23111
H 0.34859 4.52012 -2.84301
H -1.39885 1.93084 1.76030
C 0.96452 -0.17589 3.05682
H 3.24613 1.46982 -0.50889
*
```



The following is a quantum chemistry calculation of a cluster of 4 separate species, C4H17NO3 in total at a distorted geometry, from the Open Molecules 2025 dataset.

Results
* F_max: 5.35 eV/A
* relative energy (zero: lowest compared OMol25 entry of this formula, charge and spin): 64.19 kcal/mol
* electronic energy: -442.974966 a.u.
* HOMO energy: -9.3 eV
* SMILES: CNC(C)C.O.O.O

```
! RIJCOSX wB97M-V def2-TZVPD def2/J DEFGRID3
* xyz 0 1
C -0.03206 2.70027 -1.19694
O 3.52683 -2.72391 3.50511
H 3.02021 -2.64782 4.32168
H 3.91225 -3.63572 3.45113
H -0.52117 -0.65748 -2.10620
C -0.05561 1.27426 -0.96599
H 0.17628 -3.41361 -0.81709
H 0.55587 3.10379 -2.05196
H -2.13996 0.86779 1.46840
O 0.54976 -2.84737 -1.44841
O 0.23550 -2.50662 1.09735
H -0.85356 0.83607 -2.99856
H -1.97950 2.51030 0.67537
C -1.90137 1.50605 0.64736
H -1.84784 0.49340 -1.77101
H 0.26445 -1.58540 0.83386
H 0.38206 3.19318 -0.32803
H 0.07854 1.08061 1.08468
N -0.54806 0.90745 0.38547
H -0.96750 3.25727 -1.71623
C -0.85105 0.43399 -2.01649
H 0.21550 -2.35552 2.02643
H 0.91867 0.87670 -0.97443
H 0.46598 -2.03912 -0.84083
H -2.60420 1.37144 -0.26465
*
```